(1)
C6H4N2S | ωB97M-V/def2-TZVPD

The geometry in XYZ format:
```
13
Properties=species:S:1:pos:R:3
H 2.37 0.44 0.51
C -1.71 0.66 0.31
H -0.40 -0.11 -0.87
N -1.62 1.82 0.34
C 0.99 -1.03 1.18
H 1.61 -1.38 1.98
S -0.66 -1.69 1.28
N 0.87 1.86 -2.85
C 0.63 0.34 -0.85
C -1.70 -0.77 0.39
C 0.87 1.27 -1.86
H -2.58 -1.40 0.16
C 1.33 -0.01 0.29
```

The HOMO energy (alpha / beta) comes out at -8.78 / -8.73 eV. For the LUMO energy (alpha / beta), the calculation gives -0.068 / -0.070 hartree. The total energy is -738.58109 Eh.

---

(2)
C3H8NO2 | ωB97M-V/def2-TZVPD

The geometry in XYZ format:
```
14
Properties=species:S:1:pos:R:3
C 0.60 -0.54 0.26
H -0.01 -0.75 -2.30
H -1.24 -1.14 -1.02
O -0.43 1.28 2.77
H -1.78 0.79 -0.36
H -0.90 1.32 1.06
O 0.96 -1.68 -1.75
H 0.13 0.90 3.46
C -0.12 -0.94 -1.25
C 0.17 0.51 -0.57
H 1.55 -1.07 0.47
H -0.07 -0.84 1.00
N -0.94 1.24 0.01
H 0.81 1.08 -1.20
```

As for the charge: -1. The HOMO energy comes out at -3.32 eV. For the LUMO energy, the calculation gives 0.137 hartree. The total energy is -324.12067 Eh.